{"formula": "C37H62BrI2O16P2S", "method": "the ωB97M-V functional and the def2-TZVPD basis", "species": ["C", "C", "C", "O", "P", "S", "C", "C", "C", "C", "I", "C", "C", "I", "P", "O", "Br", "H", "H", "H", "H", "H", "H", "H", "H", "H", "H", "H", "H", "H", "H", "H", "H", "H", "H", "H", "H", "O", "C", "O", "C", "C", "C", "H", "H", "H", "H", "H", "H", "O", "C", "O", "C", "C", "C", "H", "H", "H", "H", "H", "H", "O", "C", "O", "C", "C", "C", "H", "H", "H", "H", "H", "H", "O", "C", "O", "C", "C", "C", "H", "H", "H", "H", "H", "H", "O", "C", "O", "C", "C", "C", "H", "H", "H", "H", "H", "H", "O", "C", "O", "C", "C", "C", "H", "H", "H", "H", "H", "H", "O", "C", "O", "C", "C", "C", "H", "H", "H", "H", "H", "H"], "positions_angstrom": [[-1.0089, -0.2171, 3.1208], [-2.6081, -0.5367, 2.9973], [-3.5172, 0.7802, 2.4927], [-3.8012, 1.5555, 3.6140], [-3.6284, 3.2554, 3.6358], [-1.5850, 3.2141, 2.8638], [-4.3935, 3.5686, 1.9067], [-6.0502, 3.4639, 1.8684], [-6.6720, 2.0191, 2.2801], [-3.3702, 5.1295, 3.8017], [-1.4857, 6.0506, 3.0190], [-4.3164, 6.1238, 4.3821], [-3.9929, 7.7604, 4.4488], [-6.2181, 5.4453, 5.2146], [-2.7566, 3.0094, 5.6515], [-2.3066, 4.5415, 6.3550], [-4.4423, 1.9995, 6.8779], [-0.7652, 0.6470, 3.9049], [-0.4701, -0.0274, 2.0738], [-0.4876, -1.1913, 3.5721], [-2.8189, -1.3877, 2.1950], [-3.0026, -0.8911, 4.0455], [-2.9844, 1.1633, 1.5447], [-4.5224, 0.2611, 2.1020], [-4.9993, 3.2844, 4.1574], [-1.7048, 3.1774, 1.4573], [-3.8603, 3.0573, 1.0047], [-4.2149, 4.7348, 1.6928], [-6.4032, 3.8214, 0.8084], [-6.4429, 4.2658, 2.6441], [-7.8600, 2.1313, 2.2316], [-6.4559, 1.6906, 3.4074], [-6.4305, 1.1334, 1.5205], [-3.7802, 8.2192, 3.3820], [-4.8873, 8.3613, 4.9177], [-3.0476, 7.9960, 5.1106], [-2.8723, 4.6809, 7.1894], [-3.3527, -1.1161, -1.8304], [-2.3806, -1.7385, -1.4357], [-2.2994, -2.3473, -0.2163], [-0.9881, -2.8838, -0.0470], [-0.4417, -3.0459, -1.4413], [-1.0945, -1.9090, -2.1861], [-0.3982, -2.1819, 0.5517], [-1.0462, -3.8394, 0.4821], [0.6506, -3.0248, -1.4808], [-0.7772, -4.0014, -1.8625], [-0.5123, -0.9863, -2.1118], [-1.2792, -2.1677, -3.2313], [0.6821, -5.0088, 0.9593], [0.0670, -5.7545, 1.7036], [-0.7859, -5.3330, 2.6829], [-1.2412, -6.4630, 3.4256], [-1.0501, -7.6439, 2.5102], [0.1672, -7.2498, 1.7126], [-0.6433, -6.5443, 4.3394], [-2.2911, -6.3252, 3.7000], [-0.9348, -8.5897, 3.0461], [-1.9135, -7.7375, 1.8403], [1.0942, -7.5429, 2.2132], [0.1301, -7.6536, 0.6982], [-1.2898, -5.8058, -1.0015], [-2.4528, -6.1109, -0.7951], [-2.8869, -6.7876, 0.3084], [-4.2788, -7.0685, 0.1679], [-4.7904, -6.0573, -0.8244], [-3.5989, -5.8447, -1.7235], [-4.3932, -8.0970, -0.1901], [-4.7738, -6.9740, 1.1388], [-5.6857, -6.3906, -1.3559], [-5.0326, -5.1204, -0.3080], [-3.5719, -6.5697, -2.5416], [-3.5647, -4.8232, -2.1094], [1.1967, 0.1610, -2.7515], [1.7446, -0.5504, -3.5773], [1.6455, -1.9118, -3.6075], [2.4977, -2.4208, -4.6324], [2.7070, -1.2711, -5.5830], [2.6537, -0.0731, -4.6691], [3.4336, -2.7566, -4.1738], [2.0172, -3.2728, -5.1222], [3.6376, -1.3467, -6.1516], [1.8764, -1.2249, -6.2978], [3.6339, 0.1574, -4.2427], [2.2364, 0.8000, -5.1761], [6.3947, 1.0859, -1.8794], [5.6277, 1.0762, -0.9309], [6.0186, 1.1361, 0.3759], [4.8732, 0.9924, 1.2145], [3.6998, 1.3860, 0.3558], [4.1368, 0.9511, -1.0201], [4.8132, -0.0488, 1.5485], [4.9736, 1.6404, 2.0901], [2.7587, 0.9335, 0.6794], [3.5755, 2.4756, 0.3744], [3.8769, -0.0923, -1.2189], [3.7320, 1.6059, -1.7952], [4.8468, 1.3104, -6.5223], [5.9046, 0.7224, -6.3687], [6.0219, -0.5176, -5.8094], [7.4047, -0.8477, -5.6880], [8.1108, 0.0199, -6.6969], [7.2581, 1.2633, -6.7175], [7.7253, -0.6375, -4.6622], [7.5491, -1.9124, -5.8934], [9.1569, 0.2109, -6.4433], [8.0837, -0.4603, -7.6826], [7.5651, 1.9800, -5.9507], [7.2536, 1.7303, -7.7051], [2.1335, 4.0464, 1.8272], [2.6119, 4.8705, 1.0657], [3.2431, 4.5618, -0.1050], [3.7705, 5.7556, -0.6816], [2.9628, 6.8771, -0.0827], [2.6371, 6.3518, 1.2926], [4.8332, 5.8266, -0.4269], [3.6687, 5.7156, -1.7700], [3.4944, 7.8323, -0.0717], [2.0357, 7.0123, -0.6531], [3.4225, 6.5893, 2.0154], [1.6671, 6.7139, 1.6410]], "forces_ev_per_a": [[0.56, -0.92, 0.66], [-0.10, 0.46, -0.61], [0.08, -4.39, -0.58], [0.32, 0.27, -0.68], [-3.07, 0.51, -2.07], [1.46, -2.64, -1.65], [-0.85, 1.82, -2.11], [0.69, 0.15, 0.50], [-1.51, -0.21, -0.03], [-3.52, 5.57, 2.41], [-1.35, 1.76, 0.68], [3.97, -1.05, -2.09], [-0.36, -0.03, 0.20], [1.08, 0.89, -0.16], [2.58, -0.67, 1.62], [-2.43, -1.15, 1.51], [0.15, 0.82, -0.27], [-0.73, -1.76, -2.04], [-1.36, -0.12, 2.27], [-1.04, 1.88, -0.99], [0.66, 1.64, 1.71], [0.66, 0.75, -2.03], [-0.79, 0.16, 1.87], [1.93, 1.29, 0.76], [0.86, 0.39, 0.10], [-0.15, 0.10, 1.68], [-1.26, 0.53, 1.56], [-0.24, -2.49, 0.34], [0.54, -0.90, 1.93], [0.74, -1.72, -1.66], [2.37, -0.22, 0.07], [-0.07, 0.79, -2.66], [-0.23, 2.04, 1.72], [-0.45, -1.22, 2.09], [1.56, -1.40, -0.90], [-1.81, -0.78, -1.32], [1.15, -0.13, -1.85], [0.89, -1.10, 0.91], [-1.22, 1.15, -0.44], [-0.85, 0.51, -0.84], [0.52, -0.53, 0.62], [0.65, -0.45, -0.44], [0.15, -0.27, -0.06], [-0.09, -0.05, 0.01], [-0.22, 0.63, -0.13], [-0.20, -0.01, 0.11], [0.22, 0.36, 0.17], [-0.22, -0.06, -0.11], [-0.07, 0.40, 0.09], [-0.94, -1.01, 1.70], [1.45, 1.32, -1.24], [0.42, 0.17, -0.67], [-0.41, -0.11, 0.54], [-0.45, -1.04, 0.05], [-0.32, -0.47, -0.17], [-0.04, 0.06, -0.04], [0.22, 0.24, -0.03], [0.01, 0.15, 0.07], [0.43, -0.01, 0.38], [0.03, 0.07, -0.15], [0.32, 0.26, 0.10], [-2.02, -1.33, 0.93], [2.07, 0.50, -0.80], [0.45, 0.48, -0.54], [-0.65, -0.35, 0.36], [-0.87, 0.38, -0.14], [-0.39, 0.35, -0.02], [0.04, 0.04, 0.03], [0.29, -0.08, -0.06], [0.10, 0.00, 0.15], [0.03, -0.17, -0.09], [0.13, 0.12, -0.02], [0.26, -0.25, -0.13], [0.70, -1.44, -1.05], [-0.57, 1.27, 1.35], [-0.28, 0.65, 0.36], [0.22, -0.60, -0.30], [0.32, 0.01, -0.90], [-0.11, 0.07, -0.47], [-0.06, 0.03, 0.00], [-0.03, 0.07, 0.32], [-0.16, -0.02, 0.13], [0.11, -0.04, 0.10], [-0.10, 0.13, -0.02], [0.24, 0.03, 0.39], [-0.45, 0.09, 1.48], [0.95, -0.25, -1.17], [0.46, 0.08, -1.12], [-0.42, -0.09, 0.79], [-0.87, 0.34, 0.24], [-0.31, 0.32, 0.09], [0.07, 0.05, -0.02], [0.20, -0.14, -0.17], [0.16, 0.12, 0.03], [0.00, -0.50, 0.05], [0.03, 0.06, -0.16], [0.14, -0.35, -0.10], [1.42, -1.43, 0.33], [-1.82, 1.22, 0.02], [-0.55, 0.58, -0.37], [0.52, -0.57, 0.43], [0.82, -0.07, -0.42], [0.38, -0.02, -0.37], [-0.09, 0.00, -0.07], [-0.26, 0.14, 0.12], [-0.15, -0.11, 0.01], [0.04, 0.04, 0.15], [-0.15, 0.04, -0.10], [-0.19, 0.20, 0.33], [1.09, 1.09, -1.80], [-1.01, -1.55, 2.01], [-0.32, -0.11, 0.28], [0.41, 0.17, -0.60], [-0.16, 0.86, -0.27], [-0.27, 0.47, -0.17], [-0.05, -0.03, -0.01], [0.06, -0.25, 0.19], [-0.02, -0.14, -0.08], [0.17, -0.01, 0.07], [-0.15, -0.07, 0.08], [0.23, -0.25, 0.29]], "multiplicity": 1, "total_charge": -1, "gap_ev": 5.388, "fmax_ev_per_a": 7.02, "homo_ev": -3.649, "e_lumo_ev": 1.7392}